No. 1
This record from the OMol25 dataset describes a structure of composition C3H4CuO3 at a distorted geometry. The level of theory is ωB97M-V with the def2-TZVPD basis set.

Structure (XYZ):
```
11
Properties=species:S:1:pos:R:3:mulliken_charge:R:1
O -0.8112 1.4253 -0.1883 -0.823
C -1.8191 0.5299 0.0172 -0.128
C -1.3454 -0.8891 0.0282 0.169
O -0.1861 -1.1620 -0.2748 -0.502
Cu 0.7968 0.5969 -0.3632 0.020
H -2.6239 0.5612 -0.7541 0.304
H -2.3650 0.6607 0.9808 0.316
H -2.0753 -1.6999 0.2033 0.338
C 2.7455 0.7296 0.2367 0.236
O 3.3642 -0.4062 -0.0240 -0.292
H 4.3196 -0.3464 0.1381 0.361
```

## Properties
- max |F| (eV/Å) = 3.1
- <S²> = 0.76
- multiplicity = 2
- DFT total energy (Eh) = -1982.74015
- ΔE to the lowest compared entry with this formula, charge and spin (kJ/mol) = 272.5
- molar mass (g mol⁻¹) = 151.6
- lowest unoccupied orbital energy (spin up / spin down) (eV) = -0.3 / -0.6

No. 2
This record from the OMol25 dataset describes a cluster of 4 separate species, C3H4F2 in total at a distorted geometry. The level of theory is ωB97M-V with the def2-TZVPD basis set.

Structure (XYZ):
```
9
Properties=species:S:1:pos:R:3:mulliken_charge:R:1
C 0.0368 -0.6066 0.8534 -0.733
C 0.6279 0.2120 -0.2592 -0.195
C -0.3525 0.7074 -0.9596 0.444
H 1.4066 -0.8086 1.5362 0.214
H -0.9787 0.3493 1.7615 0.229
H -0.4693 -2.0645 0.3920 0.225
H 1.7635 -0.0813 -0.7773 0.253
F -1.5937 0.5043 -0.6524 -0.178
F -0.4405 1.7879 -1.8948 -0.258
```

## Properties
- max |F| (eV/Å) = 5.3
- DFT total energy (Eh) = -316.13460
- ΔE to the lowest compared entry with this formula, charge and spin (kJ/mol) = 738.4
- molar mass (g mol⁻¹) = 78.1
- lowest unoccupied orbital energy (eV) = -0.1

No. 3
This record from the OMol25 dataset describes a cluster of 2 separate species, C3H4F2 in total at a distorted geometry. The level of theory is ωB97M-V with the def2-TZVPD basis set.

Structure (XYZ):
```
9
Properties=species:S:1:pos:R:3:mulliken_charge:R:1
F -1.1013 1.1276 0.7415 -0.198
C -0.0594 0.5112 0.2456 0.161
C 0.5771 -0.3885 -0.4754 -0.107
C 1.5369 0.5968 0.1846 -0.570
H 0.4002 -1.1827 -1.2675 0.291
H 1.9135 0.0768 1.0984 0.177
H 2.1397 1.4457 -0.2284 0.250
F -3.0302 -0.8216 0.0293 -0.386
H -2.3766 -1.3652 -0.3282 0.384
```

## Properties
- max |F| (eV/Å) = 3.8
- DFT total energy (Eh) = -316.30156
- SMILES string = FC1=CC1.F
- ΔE to the lowest compared entry with this formula, charge and spin (kJ/mol) = 300.1
- molar mass (g mol⁻¹) = 78.1
- lowest unoccupied orbital energy (eV) = 0.8

No. 4
This record from the OMol25 dataset describes an isolated molecule of C3H4F2N2 at a distorted geometry. The level of theory is ωB97M-V with the def2-TZVPD basis set.

Structure (XYZ):
```
11
Properties=species:S:1:pos:R:3:mulliken_charge:R:1
N 1.3181 -1.1860 -0.3491 -0.264
N 1.6426 -0.0172 0.2484 -0.394
C 0.7609 0.9652 0.2860 -0.062
C -0.6932 0.9390 0.0614 -0.327
C -1.4913 -0.1676 0.2262 0.307
F -2.7237 -0.1601 -0.3809 -0.252
F -1.2180 -1.2059 0.8863 -0.167
H 0.4163 -1.0949 -0.8254 0.188
H 2.1367 -1.7498 -0.7331 0.246
H 0.9771 1.8973 0.8758 0.304
H -1.1255 1.7800 -0.2957 0.421
```

## Properties
- max |F| (eV/Å) = 5.3
- DFT total energy (Eh) = -425.85828
- SMILES string = N/N=C\C=C(F)F
- ΔE to the lowest compared entry with this formula, charge and spin (kJ/mol) = 184.6
- molar mass (g mol⁻¹) = 106.1
- lowest unoccupied orbital energy (eV) = 0.8

No. 5
This record from the OMol25 dataset describes a structure of composition C3H4F2O at a distorted geometry. The level of theory is ωB97M-V with the def2-TZVPD basis set.

Structure (XYZ):
```
10
Properties=species:S:1:pos:R:3:mulliken_charge:R:1
C 0.8092 0.0459 -0.0326 1.049
C -0.4292 0.8029 -0.5918 -0.510
C -0.2986 -0.7335 0.6491 -0.569
H -0.7502 1.9396 -0.1491 0.234
H -0.2996 0.9833 -1.7402 0.266
H -0.1319 -1.8802 0.4794 0.224
H -0.7949 -0.8043 1.7772 0.214
O -1.4388 -0.1304 -0.1173 -0.336
F 1.8506 0.6417 0.5838 -0.283
F 1.4835 -0.8650 -0.8583 -0.290
```

## Properties
- max |F| (eV/Å) = 6.6
- DFT total energy (Eh) = -391.57115
- ΔE to the lowest compared entry with this formula, charge and spin (kJ/mol) = 266.8
- molar mass (g mol⁻¹) = 94.1
- lowest unoccupied orbital energy (eV) = 0.9

No. 6
This record from the OMol25 dataset describes an isolated molecule of C3H4F2O at a distorted geometry. The level of theory is ωB97M-V with the def2-TZVPD basis set.

Structure (XYZ):
```
10
Properties=species:S:1:pos:R:3:mulliken_charge:R:1
O -0.8028 0.8821 1.4375 -0.455
C -0.2209 -0.1501 0.7258 -0.365
C 1.0320 -0.0319 -0.1351 0.202
F 1.6242 -1.2459 -0.2048 -0.268
C -0.1265 0.2002 -1.0631 -0.232
F -0.3978 -0.7830 -2.0461 -0.275
H -1.5929 0.4341 1.6519 0.341
H -0.7255 -1.0783 0.8986 0.348
H 1.8741 0.6719 0.0414 0.319
H -0.6639 1.1009 -1.3060 0.384
```

## Properties
- max |F| (eV/Å) = 4.0
- DFT total energy (Eh) = -391.56605
- SMILES string = O[C@@H]1[C@@H](F)[C@H]1F
- ΔE to the lowest compared entry with this formula, charge and spin (kJ/mol) = 280.2
- molar mass (g mol⁻¹) = 94.1
- lowest unoccupied orbital energy (eV) = 0.7

No. 7
This record from the OMol25 dataset describes an isolated molecule of C3H4F2O2S at a distorted geometry. The level of theory is ωB97M-V with the def2-TZVPD basis set.

Structure (XYZ):
```
12
Properties=species:S:1:pos:R:3:mulliken_charge:R:1
C -0.5310 -1.6839 -0.8589 -0.865
S 0.0917 -0.8377 0.6264 0.995
O 1.4876 -1.0838 0.7753 -0.545
O -0.7983 -1.0739 1.7194 -0.551
C -0.1547 1.2854 0.1003 0.092
F -1.1965 1.4447 -0.7165 -0.232
C 0.6872 2.2422 0.4115 -0.028
F 1.7244 1.9973 1.2091 -0.200
H -0.6178 -2.7327 -0.5838 0.344
H -1.5036 -1.2845 -1.1184 0.326
H 0.1893 -1.5512 -1.6582 0.328
H 0.6218 3.2782 0.0939 0.334
```

## Properties
- max |F| (eV/Å) = 3.5
- DFT total energy (Eh) = -865.00270
- SMILES string = CS(=O)(=O)/C(F)=C\F
- ΔE to the lowest compared entry with this formula, charge and spin (kJ/mol) = 159.6
- molar mass (g mol⁻¹) = 142.1
- lowest unoccupied orbital energy (eV) = 0.2

No. 8
This record from the OMol25 dataset describes an isolated molecule of C3H4F2S at a distorted geometry. The level of theory is ωB97M-V with the def2-TZVPD basis set.

Structure (XYZ):
```
10
Properties=species:S:1:pos:R:3:mulliken_charge:R:1
C 0.1607 -1.9884 0.7883 -0.697
S 0.0114 -1.3383 -0.8514 -0.102
C 0.5064 0.3043 -0.7325 -0.322
C -0.0137 1.1542 0.1281 0.445
F -1.0064 0.9345 0.9621 -0.211
F 0.3346 2.4411 0.2146 -0.229
H 1.2453 -2.1014 1.0510 0.257
H -0.4213 -1.3414 1.4729 0.249
H -0.2227 -3.0152 0.7518 0.270
H 1.3420 0.6681 -1.3461 0.340
```

## Properties
- max |F| (eV/Å) = 1.7
- DFT total energy (Eh) = -714.59141
- SMILES string = CSC=C(F)F
- ΔE to the lowest compared entry with this formula, charge and spin (kJ/mol) = 43.2
- molar mass (g mol⁻¹) = 110.1
- lowest unoccupied orbital energy (eV) = 0.9

No. 9
This record from the OMol25 dataset describes an isolated molecule of C3H4F2S at a distorted geometry. The level of theory is ωB97M-V with the def2-TZVPD basis set.

Structure (XYZ):
```
10
Properties=species:S:1:pos:R:3:mulliken_charge:R:1
F -0.0379 1.8723 -0.2744 -0.291
C -0.5041 0.7209 0.4558 -0.126
C 0.3885 -0.5366 0.4377 -0.225
S 2.0661 -0.5448 -0.1360 -0.220
C -0.8098 -0.3337 -0.4266 0.037
F -1.8748 -1.1839 -0.2456 -0.305
H -1.0651 1.0157 1.3158 0.351
H 0.2605 -1.2614 1.2673 0.304
H 2.1502 0.5005 -0.9256 0.122
H -0.5736 -0.2491 -1.4685 0.353
```

## Properties
- max |F| (eV/Å) = 3.4
- DFT total energy (Eh) = -714.56122
- SMILES string = F[C@@H]1C(S)[C@H]1F
- ΔE to the lowest compared entry with this formula, charge and spin (kJ/mol) = 122.5
- molar mass (g mol⁻¹) = 110.1
- lowest unoccupied orbital energy (eV) = 0.8

No. 10
This record from the OMol25 dataset describes a structure of composition C3H4F2S at a distorted geometry. The level of theory is ωB97M-V with the def2-TZVPD basis set.

Structure (XYZ):
```
10
Properties=species:S:1:pos:R:3:mulliken_charge:R:1
C 0.6716 0.0107 -0.0548 1.113
C -0.2130 -1.1455 -0.0784 -0.830
C -0.3109 1.2039 0.1010 -0.800
H -0.1401 -1.8704 -0.9406 0.324
H -0.0694 -1.6559 0.8834 0.307
H -0.2556 1.9028 -0.7535 0.316
H -0.1387 1.7149 1.0869 0.311
F 1.5539 -0.0954 1.0980 -0.335
F 1.4972 0.1042 -1.1154 -0.281
S -1.7339 -0.0366 0.0046 -0.123
```

## Properties
- max |F| (eV/Å) = 3.0
- DFT total energy (Eh) = -714.60441
- ΔE to the lowest compared entry with this formula, charge and spin (kJ/mol) = 9.1
- molar mass (g mol⁻¹) = 110.1
- lowest unoccupied orbital energy (eV) = 0.8

Question: max |F| of number 6 (C3H4F2O)?
Answer: 4.0 eV/Å